1.
Below is C43H58BCl3N10O3PS3W as an isolated structure in a non-equilibrium geometry, with properties calculated with wB97M-V/def2-TZVPD.

Summary:
Total charge   +3
F_max   2.24 eV/Å
HOMO energy (spin up / spin down)   -14.2953 / -14.2963 eV
Kohn-Sham gap (spin up / spin down)   0.2107 / 0.2107 Eh

Cartesian coordinates (Å):
W  -0.747  0.933  -0.009
Cl  -3.373  -0.892  -7.133
Cl  -5.425  -1.945  -5.371
Cl  -2.938  -3.399  -5.734
S  -1.520  0.015  2.230
S  1.105  2.527  0.247
S  -0.384  -2.738  -2.835
P  -3.284  0.002  -0.396
O  -3.968  0.365  0.989
O  -3.511  -1.543  -0.638
O  -4.338  0.501  -1.443
N  0.366  -0.244  -1.339
N  1.828  -3.712  -1.628
N  1.271  -1.782  0.341
N  3.824  2.089  0.361
N  -1.056  1.909  -1.871
N  -0.105  -0.715  4.509
N  2.640  0.351  0.950
N  -2.634  -0.507  -3.644
N  -1.850  2.920  0.432
N  1.108  -0.698  2.697
C  -2.083  3.533  1.616
C  3.978  0.024  1.124
C  -0.130  -0.462  3.185
C  -3.691  -1.802  -5.657
C  -2.921  4.645  1.696
C  0.545  0.361  -2.591
C  2.690  -1.026  -1.600
C  3.266  -5.692  -2.129
C  4.259  3.448  -0.161
C  -3.096  -1.074  -4.527
C  -5.336  -0.010  1.300
C  -2.326  3.530  -0.693
C  0.809  -5.835  -2.457
C  3.735  3.608  -1.586
C  -1.417  3.098  2.882
C  0.925  -2.691  -1.891
C  2.822  -0.350  -2.738
C  -3.157  4.627  -0.656
C  -1.151  0.868  6.067
C  2.571  1.626  0.500
C  -0.849  -1.536  6.715
C  2.498  -3.696  -0.420
C  1.295  -1.373  -1.129
C  -1.822  3.011  -1.977
C  1.942  -1.053  3.744
C  -0.625  1.926  -4.202
C  -2.560  -0.948  5.027
C  2.313  -2.798  0.547
C  -1.186  -0.574  5.574
C  -4.548  1.523  -2.416
C  -2.022  3.603  -3.204
C  -3.404  -2.607  0.322
C  -0.426  1.392  -2.935
C  2.022  -4.915  -2.561
C  1.667  0.262  -3.332
C  3.746  4.531  0.782
C  5.783  3.491  -0.186
C  -3.498  5.178  0.568
C  1.193  -1.067  4.858
C  2.277  -4.418  -3.983
C  -1.436  3.033  -4.331
C  4.704  1.094  0.758
C  -0.032  -2.490  0.641
B  1.434  -0.497  1.237
H  4.102  5.498  0.426
H  -0.105  -5.353  -2.794
H  -0.008  -3.467  0.170
H  -0.686  -2.552  6.352
H  -2.042  2.385  3.415
H  4.137  4.381  1.789
H  2.508  -5.280  -4.607
H  -3.167  -2.225  1.316
H  -0.855  -1.908  0.248
H  4.059  2.771  -2.208
H  -1.888  0.998  6.859
H  0.979  -6.715  -3.078
H  4.304  -0.945  1.456
H  2.785  -2.842  1.515
H  -5.825  0.866  1.715
H  1.424  -3.916  -4.427
H  -3.096  5.087  2.667
H  3.134  -6.228  -1.189
H  -4.158  6.032  0.629
H  6.208  2.745  -0.858
H  2.660  4.573  0.825
H  -3.524  5.066  -1.571
H  -0.117  -2.614  1.715
H  0.678  -6.179  -1.428
H  3.140  -3.750  -4.002
H  6.216  3.382  0.809
H  -5.494  1.285  -2.894
H  4.150  4.522  -2.009
H  -0.170  1.121  6.472
H  -0.150  1.477  -5.062
H  -5.864  -0.338  0.407
H  3.544  -1.436  -1.088
H  1.749  0.791  -4.267
H  -1.695  -1.559  7.399
H  -2.959  -0.210  4.337
H  -1.388  1.563  5.262
H  0.483  0.203  0.967
H  -3.243  -1.008  5.873
H  2.650  3.680  -1.625
H  -3.754  1.507  -3.155
H  3.456  -6.446  -2.890
H  -2.546  -1.927  4.544
H  1.474  -1.301  5.866
H  -4.625  2.494  -1.929
H  3.217  -4.481  -0.257
H  -4.362  -3.121  0.343
H  6.079  4.470  -0.558
H  -0.448  2.642  2.694
H  0.013  -1.216  7.299
H  -5.312  -0.809  2.038
H  -1.606  3.472  -5.305
H  4.154  -5.059  -2.074
H  3.800  -0.192  -3.174
H  2.990  -1.259  3.614
H  5.768  1.225  0.742
H  -1.278  3.971  3.517
H  -2.623  4.493  -3.306
H  -2.637  -3.298  -0.018

---

2.
Below is C43H58BrIrNO2P2Si as an isolated structure in a non-equilibrium geometry, with properties calculated with wB97M-V/def2-TZVPD.

Summary:
Total charge   +2
Energy relative to the best compared isomer or geometry (same formula, charge and spin)   34.12 kcal per mole
F_max   2.84 eV/Å
HOMO energy (spin up / spin down)   -14.2010 / -14.3283 eV
Kohn-Sham gap (spin up / spin down)   0.2273 / 0.2186 Eh
Multiplicity   2

Cartesian coordinates (Å):
Ir  0.300  0.446  0.439
Br  1.460  3.351  1.672
P  1.017  0.465  -2.004
P  -1.242  -1.181  1.761
Si  -1.855  1.167  -0.483
O  1.217  -1.423  0.405
O  3.041  -2.612  0.894
N  2.263  0.749  1.330
C  4.290  -0.276  2.008
C  -1.514  -3.680  0.534
C  2.440  -1.575  0.879
C  0.062  -5.048  2.738
C  -2.469  2.889  -0.076
C  -1.429  -0.570  3.499
C  -0.470  2.056  4.691
C  2.682  1.915  1.809
C  -0.907  -5.781  1.795
C  3.918  2.068  2.402
C  1.280  -1.261  -2.585
C  -2.267  0.728  3.529
C  0.785  -3.804  -3.951
C  -4.497  0.148  -0.314
C  3.763  0.912  -2.073
C  0.428  -3.604  -2.478
C  -1.377  1.615  -5.091
C  -2.774  1.430  -3.150
C  -1.921  1.565  4.759
C  -0.417  1.038  -2.950
C  1.568  -1.399  -4.084
C  4.630  3.252  -1.663
C  2.437  1.423  -2.670
C  0.229  -3.571  2.351
C  4.876  1.914  -2.378
C  -0.946  -5.106  0.426
C  0.407  1.056  3.934
C  3.044  -0.324  1.427
C  -5.529  -0.598  0.233
C  -3.959  -1.671  1.693
C  -1.665  1.140  -2.348
C  -5.259  -1.503  1.252
C  0.081  -2.139  -2.211
C  -2.917  -0.933  1.122
C  4.735  0.946  2.500
C  1.912  -2.866  -4.381
C  2.267  2.950  -2.497
C  -0.052  -0.372  4.170
C  -1.125  -3.021  1.878
C  -0.272  1.311  -4.315
C  -3.178  -0.010  0.128
C  -2.638  1.648  -4.512
C  3.143  3.472  -1.365
H  1.218  3.205  -2.325
H  -2.851  2.960  0.944
H  0.618  -3.025  3.211
H  0.952  -3.475  1.548
H  2.870  2.954  -0.451
H  4.916  2.065  -3.460
H  -2.602  2.412  4.828
H  1.277  -3.890  -1.847
H  -6.060  -2.070  1.707
H  -3.326  0.478  3.531
H  2.093  -2.971  -5.452
H  2.563  3.449  -3.423
H  4.997  4.067  -2.289
H  4.015  -0.060  -2.501
H  5.710  1.028  2.964
H  -3.763  1.494  -2.717
H  -3.511  1.866  -5.114
H  0.686  -1.112  -4.660
H  -0.117  -0.577  5.240
H  -0.416  3.031  4.204
H  -1.973  -1.367  4.013
H  3.679  0.779  -0.987
H  -0.613  -6.824  1.696
H  0.318  1.241  2.848
H  -1.918  -5.789  2.214
H  -0.161  -2.001  -1.166
H  -2.083  1.329  2.630
H  1.095  -4.837  -4.112
H  2.409  -0.776  -4.396
H  1.043  -5.523  2.713
H  -4.735  0.865  -1.087
H  -0.076  2.185  5.700
H  -0.294  -5.127  3.767
H  -1.699  3.653  -0.204
H  -1.558  -5.684  -0.266
H  2.839  -3.136  -3.865
H  -3.283  3.121  -0.767
H  0.069  -5.070  0.021
H  -1.253  1.816  -6.147
H  -0.419  -4.240  -2.211
H  2.156  -1.611  -2.024
H  -0.792  -1.848  -2.805
H  -0.098  -3.619  -4.569
H  -2.601  -3.712  0.444
H  -6.541  -0.461  -0.126
H  1.455  1.178  4.211
H  4.877  -1.183  2.067
H  2.439  1.192  -3.736
H  0.703  1.289  -4.782
H  0.682  -1.067  3.760
H  2.948  4.533  -1.206
H  5.196  3.293  -0.730
H  4.228  3.033  2.778
H  5.839  1.499  -2.081
H  -1.141  -3.079  -0.292
H  -3.765  -2.367  2.501
H  -1.863  -3.271  2.648
H  -2.074  0.959  5.655